1.
C39H42Cl2N3S2Sb2TeZr | ωB97M-V with the def2-TZVPD basis set

- net charge = +3
- Kohn-Sham gap (eV) = 5.492
- highest occupied orbital energy (eV) = -15.0
- LUMO level (eV) = -9.462

The geometry in XYZ format:
```
92
Properties=species:S:1:pos:R:3:forces:R:3
Zr -0.597818 0.464608 -0.021711 -0.1 -0.3 -0.2
Cl 0.619263 2.258236 1.484116 0.2 0.1 0.4
C 1.559429 3.425520 0.547064 -0.1 -0.1 0.1
C 2.224544 4.419451 1.231476 0.0 0.0 -0.1
C 3.004653 5.284882 0.476677 0.0 0.0 0.0
C 3.093760 5.125644 -0.898362 0.0 0.0 0.1
C 2.399617 4.108192 -1.539499 0.1 0.1 -0.1
Cl 2.552107 3.950457 -3.247339 0.0 0.0 0.0
C 1.597601 3.216221 -0.819787 0.0 -0.1 0.0
S 0.684780 1.949688 -1.630325 -0.1 0.1 0.0
H 2.136538 4.526976 2.303960 0.0 0.0 0.0
H 3.542988 6.086135 0.963809 0.0 0.0 0.0
H 3.706146 5.793799 -1.488334 0.0 0.0 0.0
C -2.720551 -2.801021 1.203360 -0.1 0.1 0.0
N -3.338277 -1.478047 1.048230 0.1 -0.1 0.4
C -4.676038 -1.276838 1.339010 0.1 -0.1 0.0
C -4.931186 0.032593 1.159401 0.1 0.0 0.0
N -3.727740 0.595961 0.768005 -0.1 0.2 0.1
C -2.735410 -0.328000 0.700280 -0.2 0.0 -0.3
S -0.129069 -0.633755 2.424996 -0.2 0.2 0.0
C -3.472122 1.969277 0.518007 0.0 -0.2 0.0
C -4.446882 2.929360 0.682062 -0.1 0.1 0.0
C -4.116090 4.244985 0.399354 0.0 0.0 0.0
C -2.834707 4.544044 -0.038622 0.0 0.0 0.0
C -1.926182 3.517689 -0.160901 0.0 -0.1 0.0
N -2.224409 2.233246 0.122103 0.1 0.2 0.0
H -3.032783 -3.447195 0.383659 0.0 0.0 0.0
H -3.051844 -3.229652 2.146533 0.0 0.0 0.0
H -1.642286 -2.692020 1.220862 0.0 0.0 0.0
H -5.324885 -2.081994 1.640621 0.0 0.0 0.0
H -5.848451 0.581245 1.270620 0.0 0.0 0.0
H -5.438152 2.672924 1.022978 0.0 0.0 0.0
H -4.857102 5.024532 0.519015 0.0 0.0 0.0
H -2.539692 5.554663 -0.281717 0.0 0.0 0.0
H -0.923382 3.702717 -0.514737 0.0 0.0 0.0
C 2.709335 -1.778041 -2.059650 -0.1 0.1 -0.1
Sb 2.074917 -0.870406 -0.248746 0.5 -0.1 0.2
C 3.707616 0.475555 -0.169351 0.0 0.1 0.1
C 2.553318 -2.533023 1.059706 0.0 0.0 0.0
C 3.855498 -2.420955 1.797969 -0.1 0.0 0.0
C 5.049210 -2.587663 1.094886 0.0 0.0 -0.1
C 6.279740 -2.471176 1.716010 0.0 0.0 0.1
C 6.331308 -2.189170 3.075614 0.0 0.0 -0.1
C 5.153243 -2.057811 3.789869 0.0 0.0 0.0
C 3.905464 -2.177747 3.175941 -0.1 -0.1 0.1
C 2.676660 -2.087797 4.037914 0.2 0.0 0.0
Sb 1.734312 -0.154886 4.198920 -0.1 0.0 0.1
C 3.298368 0.905774 3.245703 0.0 0.0 -0.1
C -1.464332 -0.100661 3.570584 0.1 0.0 0.0
H 3.773325 -1.962236 -1.918385 0.0 0.0 -0.1
H 2.573167 -1.089096 -2.891002 0.0 0.0 0.0
H 2.189381 -2.711848 -2.252139 0.0 0.0 0.0
H 4.579059 -0.077942 0.178824 0.0 0.0 0.0
H 3.521460 1.331155 0.472614 0.0 0.0 0.0
H 3.858866 0.815884 -1.192785 0.0 0.0 0.0
H 2.576053 -3.365732 0.353568 0.0 0.0 0.1
H 1.701887 -2.682826 1.718400 0.0 0.0 0.0
H 5.010299 -2.836120 0.038841 0.0 0.0 0.0
H 7.190619 -2.617119 1.151621 0.0 0.0 0.0
H 7.283674 -2.101269 3.580277 0.0 0.0 0.0
H 5.200124 -1.884971 4.859744 0.0 0.0 0.0
H 2.941810 -2.299952 5.076730 0.0 0.0 0.0
H 1.886760 -2.790989 3.774722 0.0 0.0 0.0
H 4.028844 1.016341 4.054196 0.0 0.0 0.0
H 3.007931 1.896326 2.909621 0.0 0.0 0.0
H 3.760587 0.322365 2.454438 0.0 0.0 0.0
H -1.443079 0.975297 3.728639 0.0 0.0 0.0
H -1.309530 -0.600879 4.523559 0.0 0.0 0.0
H -2.427225 -0.402587 3.172802 0.0 0.0 0.0
Te -0.896169 -2.128218 -1.713050 0.2 0.1 -0.1
C -2.739533 -2.832342 -2.425901 -0.1 0.0 0.2
C -2.635627 -3.800826 -3.414558 -0.2 -0.1 0.0
C -3.804169 -4.290007 -3.989692 0.1 0.0 0.0
C -5.039119 -3.817089 -3.573592 0.0 0.0 0.0
C -5.124642 -2.849140 -2.579313 0.1 0.0 0.0
C -3.969319 -2.350513 -1.993001 -0.1 -0.1 -0.3
C -1.029382 -0.316283 -2.796508 0.0 0.0 -0.1
C -0.196230 -0.061274 -3.889658 0.0 0.0 0.1
C -0.451370 1.035155 -4.690356 0.0 0.1 0.0
C -1.521644 1.887966 -4.407091 0.1 0.0 0.0
C -2.351852 1.635993 -3.332563 0.0 0.0 0.0
C -2.117181 0.522659 -2.524628 0.1 -0.1 -0.1
H -1.674629 -4.176444 -3.741309 0.0 0.0 0.0
H -3.741396 -5.043742 -4.763169 0.0 0.0 0.0
H -5.942095 -4.205460 -4.024928 0.0 0.0 0.0
H -6.092179 -2.482227 -2.262142 0.0 0.0 0.0
H -4.041399 -1.591732 -1.228828 0.0 0.0 0.0
H 0.624055 -0.725902 -4.124506 0.0 0.0 0.0
H 0.175325 1.223723 -5.552304 0.0 0.0 0.0
H -1.713410 2.738132 -5.048444 0.0 0.0 0.0
H -3.207675 2.271632 -3.142268 0.0 0.0 0.0
H -2.865399 0.225622 -1.796706 0.0 0.0 0.1
```
Positions in Å, forces in eV/Å.


2.
C39H42Cl3GeN6O5PtS | ωB97M-V with the def2-TZVPD basis set

- net charge = +1
- <S²> = 6.04
- Kohn-Sham gap (alpha / beta) (eV) = 8.674 / 5.125
- 2S+1 = 5
- highest occupied orbital energy (alpha / beta) (eV) = -10.9 / -10.9
- LUMO level (alpha / beta) (eV) = -2.225 / -5.774

The geometry in XYZ format:
```
98
Properties=species:S:1:pos:R:3:forces:R:3
Pt 0.444444 -0.778325 -0.607436 -0.1 -0.2 -0.4
Cl -4.038830 2.436478 4.145385 0.0 0.0 0.1
C -3.171123 1.998951 2.750065 0.0 -0.1 0.0
C -2.907687 0.638713 2.520038 0.0 0.1 0.0
C -2.208414 0.292304 1.408058 0.1 0.0 -0.2
Cl -1.964979 -1.349097 0.992634 -0.4 0.1 0.2
C -1.705461 1.280351 0.464153 -0.1 -0.1 -0.4
O -1.027776 0.953971 -0.544592 -0.1 0.4 0.5
C -2.097296 2.662870 0.721240 0.0 -0.4 0.0
Cl -1.726526 3.859284 -0.425698 0.1 0.0 -0.2
C -2.788015 2.997595 1.849581 0.1 0.1 0.0
H -3.276798 -0.113762 3.201702 0.0 0.0 0.0
H -3.051248 4.028908 2.035839 0.0 0.0 0.0
O -2.230992 -3.006356 -2.667370 -0.2 -0.2 -0.1
C -1.165267 -2.449073 -2.606398 -0.3 0.5 0.2
O -0.546576 -2.381862 -1.411887 0.4 0.2 -0.2
C -0.515178 -1.794098 -3.811087 0.4 -0.1 0.3
C -0.826869 -0.299433 -3.958163 -0.4 -0.1 0.3
Ge -2.748919 0.178057 -4.135285 0.2 0.0 -0.2
C -3.821345 0.327566 -2.515367 0.0 0.0 0.0
C -4.378999 -0.769929 -1.856991 0.1 0.1 0.1
C -5.188240 -0.586388 -0.741332 0.0 -0.1 0.0
C -5.451950 0.691052 -0.268901 0.0 0.0 0.0
C -4.908288 1.791390 -0.918686 0.0 0.0 0.0
C -4.102064 1.609583 -2.035208 -0.1 -0.1 0.0
C -2.619918 1.959694 -4.932484 -0.1 0.0 0.0
C -3.554032 2.389728 -5.875050 0.1 0.1 0.0
C -3.453480 3.648388 -6.454106 0.0 0.0 0.0
C -2.415795 4.498257 -6.097787 0.0 0.0 0.0
C -1.482933 4.089471 -5.155658 0.0 0.0 0.1
C -1.589895 2.828929 -4.581820 -0.1 0.1 0.0
C -3.455738 -0.995802 -5.512900 -0.1 0.0 0.0
C -2.797858 -0.998185 -6.744053 0.0 -0.1 0.0
C -3.217154 -1.830111 -7.772727 0.0 0.0 0.0
C -4.307629 -2.667698 -7.582342 0.0 0.0 0.0
C -4.978285 -2.664533 -6.368363 0.0 0.0 0.0
C -4.554710 -1.832515 -5.340760 0.0 0.0 0.1
H -0.873744 -2.323247 -4.692049 0.0 -0.1 0.0
H 0.558984 -1.947402 -3.697725 0.1 0.0 -0.2
H -0.431664 0.090125 -4.900905 0.2 -0.2 0.1
H -0.369902 0.277566 -3.148655 0.0 0.1 0.1
H -4.163533 -1.772292 -2.199565 0.0 -0.1 0.0
H -5.624310 -1.447004 -0.249795 0.0 0.0 0.0
H -6.089339 0.830493 0.595672 0.0 0.0 0.0
H -5.132013 2.793364 -0.570989 0.0 0.0 0.0
H -3.709962 2.477186 -2.553711 0.0 0.0 0.0
H -4.364739 1.732324 -6.168818 0.0 0.0 0.0
H -4.185984 3.967734 -7.184153 0.0 0.0 0.0
H -2.331813 5.475159 -6.555875 0.0 0.0 0.0
H -0.679289 4.758479 -4.866406 0.0 0.0 0.0
H -0.869455 2.520486 -3.830632 0.1 0.0 0.1
H -1.954186 -0.335735 -6.912905 0.0 0.0 0.0
H -2.697919 -1.822554 -8.722608 0.0 0.0 0.0
H -4.634855 -3.320851 -8.380766 0.0 0.0 0.0
H -5.829908 -3.315720 -6.219122 0.0 0.0 0.0
H -5.083002 -1.847377 -4.395163 0.0 0.0 0.0
C 2.442545 -4.771745 0.318146 0.0 0.0 0.1
N 1.692149 -3.800034 1.121293 0.0 0.0 -0.3
C 0.249082 -4.034544 1.124001 0.0 0.0 0.0
C 2.242101 -2.655201 1.534264 -0.1 0.0 0.2
S 1.326682 -1.181836 1.661168 0.1 -0.1 -0.1
N 3.501923 -2.653622 1.967386 0.1 0.0 0.0
C 4.108120 -3.836748 2.587268 0.0 0.1 -0.1
C 4.323061 -1.446841 2.068601 0.0 0.0 0.0
H 1.987010 -4.810659 -0.673101 0.0 0.0 0.0
H 2.390336 -5.764176 0.765668 0.0 0.0 0.0
H 3.481788 -4.481552 0.214580 0.1 0.1 0.0
H 0.091443 -5.097401 1.305839 0.0 0.0 0.0
H -0.196923 -3.776902 0.163458 0.0 0.0 0.0
H -0.220639 -3.468282 1.922965 0.0 0.0 0.0
H 3.344046 -4.578024 2.799804 0.0 0.0 0.0
H 4.558984 -3.516569 3.526611 0.0 0.0 0.0
H 4.885204 -4.262687 1.954488 0.0 0.0 -0.1
H 3.944772 -0.670642 1.410347 0.0 0.0 0.0
H 5.339024 -1.713655 1.779917 0.0 0.0 0.0
H 4.328184 -1.076575 3.094799 0.0 0.0 0.0
N 2.154417 -1.309971 -1.729460 0.1 -0.3 -0.1
C 3.306402 -1.531373 -1.582109 -0.1 0.0 -0.1
N 4.549420 -1.648385 -1.605549 0.5 0.4 -0.1
C 5.349747 -2.524649 -1.041452 -0.5 -0.1 0.2
N 6.067767 -3.265906 -0.522778 0.1 -0.1 0.1
O 1.077019 2.786666 0.749129 -0.1 0.1 0.0
C 1.484780 2.262349 -0.262722 -0.1 -0.2 0.1
O 1.790105 1.019083 -0.447966 0.0 0.0 -0.1
C 1.708327 3.132106 -1.516046 0.1 0.1 0.0
N 2.164994 2.204698 -2.627838 -0.1 0.0 0.2
C 3.552904 2.604077 -3.038497 0.1 0.0 0.0
C 4.083556 3.328680 -1.810424 -0.1 0.0 0.0
C 2.860795 4.117678 -1.330831 0.1 0.0 -0.1
H 0.759939 3.599341 -1.767399 0.0 0.0 -0.1
H 1.512999 2.141548 -3.406958 0.0 0.0 0.0
H 2.167985 1.292674 -2.105326 0.1 0.0 -0.1
H 3.478965 3.278652 -3.889645 -0.1 0.0 0.0
H 4.113473 1.719500 -3.330695 0.0 0.0 0.0
H 4.928950 3.965285 -2.059366 0.0 0.0 0.0
H 4.403071 2.609497 -1.054143 0.0 0.0 0.0
H 2.716931 5.000749 -1.955315 0.0 0.0 0.0
H 2.919448 4.438167 -0.293752 0.0 0.0 0.0
```
Positions in Å, forces in eV/Å.


3.
C39H42F3N7O4 | ωB97M-V with the def2-TZVPD basis set

- net charge = 0
- Kohn-Sham gap (eV) = 4.554
- highest occupied orbital energy (eV) = -6.6
- LUMO level (eV) = -2.063

The geometry in XYZ format:
```
95
Properties=species:S:1:pos:R:3:forces:R:3
C -4.366455 -0.802889 -2.741774 0.1 0.2 0.0
C -4.368027 -1.658808 -1.476422 0.3 0.1 0.1
C -4.991022 -3.036906 -1.727049 -0.1 -0.1 0.2
C -5.046969 -0.957398 -0.307704 0.2 0.1 -0.4
C -6.436237 -0.810043 -0.360948 -0.1 0.1 0.2
C -7.143769 -0.328539 0.733997 0.2 0.2 -0.1
C -6.456193 -0.017742 1.904857 -0.1 0.1 -0.2
C -5.066536 -0.144980 1.980763 0.3 0.3 0.1
C -4.356411 0.065112 3.307741 0.1 -0.3 0.1
C -5.215191 -0.343001 4.511411 0.0 -0.1 -0.1
C -3.829358 1.483319 3.472621 0.2 0.3 0.0
C -4.337247 -0.511420 0.826607 -0.9 -0.6 0.2
N -2.910298 -0.760928 0.922075 1.1 -0.7 -0.1
N -2.591998 -2.065102 1.094163 1.7 0.3 1.3
N -1.249899 -2.092932 1.177107 -2.3 1.1 -0.4
C -0.619703 -3.304414 1.624053 -0.2 -1.0 0.1
C -0.464256 -4.352439 0.699648 0.2 0.2 -0.3
C -1.020149 -4.293962 -0.728756 0.0 0.2 0.1
C -1.900985 -5.515540 -1.012111 -0.1 0.0 0.2
C 0.113492 -4.182182 -1.751731 0.2 0.1 0.0
C 0.273099 -5.471110 1.090516 0.1 0.1 0.2
C 0.804623 -5.547596 2.376666 0.0 0.0 0.0
C 0.535564 -4.549454 3.312799 0.0 -0.2 -0.2
C -0.245908 -3.445367 2.977674 0.1 0.5 0.0
C -0.644877 -2.455666 4.082097 -0.1 0.2 -0.1
C 0.486993 -1.479292 4.408438 0.2 0.2 -0.1
C -1.077285 -3.180473 5.369259 -0.1 -0.2 -0.2
C -0.690803 -0.848931 0.964621 0.6 -2.6 0.5
C 0.745060 -0.639560 0.917385 1.8 0.3 0.0
C 1.219322 0.661318 1.203651 -0.3 -0.1 -0.2
C 2.544570 1.028041 1.029621 -0.2 -0.3 0.2
C 3.473225 0.060539 0.669955 0.4 -0.1 -0.2
C 4.908823 0.499285 0.491988 0.7 0.2 -0.1
F 5.695941 -0.499373 -0.000826 -0.5 0.7 0.3
F 5.000177 1.556060 -0.380791 0.0 -0.9 0.7
F 5.490085 0.917535 1.663830 -0.6 -0.4 -1.0
C 3.087942 -1.267739 0.471342 -0.3 0.4 0.2
C 1.740932 -1.619313 0.595201 -0.7 0.4 0.1
C -1.735431 0.039757 0.778844 -1.6 1.8 -1.0
C -1.643535 1.379156 0.378469 -0.5 -1.5 0.4
H -3.879091 0.158076 -2.543365 -0.1 -0.1 -0.1
H -3.815438 -1.310208 -3.543321 -0.1 0.1 0.1
H -5.387004 -0.598618 -3.092437 0.2 -0.1 0.1
H -3.329858 -1.812637 -1.168903 0.0 0.0 -0.3
H -4.953244 -3.635699 -0.809413 0.0 0.0 -0.1
H -6.044699 -2.945156 -2.025004 0.3 -0.1 0.0
H -4.458779 -3.591085 -2.510924 -0.1 0.2 0.1
H -6.978359 -1.088562 -1.273011 0.3 0.1 0.4
H -8.227572 -0.187254 0.671834 0.4 -0.1 0.1
H -7.021966 0.334341 2.772422 0.3 -0.2 -0.3
H -3.480418 -0.599659 3.300155 -0.1 0.1 0.0
H -5.621610 -1.351433 4.374430 0.0 0.2 0.0
H -4.610789 -0.350508 5.426851 -0.1 0.1 -0.2
H -6.052609 0.350276 4.663356 0.2 -0.1 0.0
H -3.148403 1.747954 2.657737 -0.1 0.0 0.1
H -4.649489 2.213657 3.482108 0.1 -0.1 0.0
H -3.268340 1.564846 4.413133 -0.1 0.1 -0.2
H -1.652107 -3.399700 -0.810869 0.1 -0.2 0.0
H -2.690821 -5.584145 -0.254991 0.1 -0.1 -0.2
H -2.378417 -5.455899 -1.999627 0.2 0.0 0.2
H -1.302397 -6.434973 -0.963563 -0.2 0.1 -0.1
H 0.735535 -3.302697 -1.546471 -0.1 -0.1 -0.1
H 0.760812 -5.068728 -1.699705 -0.1 0.2 -0.1
H -0.266968 -4.090169 -2.777680 0.0 -0.1 0.3
H 0.456926 -6.268229 0.361094 -0.1 0.3 0.4
H 1.406628 -6.411321 2.665366 -0.1 0.3 -0.1
H 0.938771 -4.623552 4.327020 -0.2 -0.1 -0.4
H -1.506587 -1.873528 3.723161 0.2 -0.1 0.0
H 0.852787 -0.968636 3.509954 0.0 -0.1 0.2
H 0.160198 -0.705229 5.119005 0.0 -0.3 -0.2
H 1.332616 -2.020259 4.853854 -0.1 0.1 -0.1
H -1.807237 -3.965697 5.145113 0.1 0.1 0.1
H -0.210938 -3.645771 5.858520 -0.2 0.1 0.0
H -1.540120 -2.487086 6.085476 0.2 -0.1 -0.3
H 0.477911 1.389933 1.530557 0.2 -0.3 -0.2
H 2.870993 2.058813 1.170837 -0.1 -0.4 0.1
H 3.842512 -2.009777 0.206061 -0.3 0.2 0.1
H 1.459245 -2.662005 0.438482 0.1 0.4 0.0
H -0.868333 1.574581 -0.355033 -0.1 0.1 0.3
H -2.488246 2.022735 0.554694 -0.2 0.2 -0.5
O -1.122711 5.159090 -1.827948 1.9 0.3 0.5
N 0.067414 5.445197 -1.605075 -1.4 0.8 -2.4
C 0.816834 4.629535 -0.705936 -0.5 -1.0 1.8
C 0.120270 3.807979 0.210210 -0.2 2.3 -1.2
C 0.727865 3.792704 1.444290 0.8 0.0 2.9
N 0.212116 3.484582 2.700185 0.3 -0.8 -1.0
O -0.856861 2.997604 3.042652 1.3 0.8 -0.1
O 1.234238 3.712253 3.640127 0.0 0.2 -1.5
N 2.396236 4.239240 3.005210 -1.6 0.0 -1.9
C 2.039898 4.333004 1.686707 -1.0 -0.8 2.6
N 2.763881 4.885075 0.712443 0.7 0.3 -1.5
C 2.166600 5.029276 -0.454460 0.4 0.1 1.0
O 0.639965 6.438648 -2.097055 -0.8 -1.6 0.9
H -0.896348 3.462022 0.086708 0.1 0.4 -0.1
H 2.711719 5.523043 -1.257041 -0.1 0.0 0.3
```
Positions in Å, forces in eV/Å.


In order of appearance, DFT total energy = -113936.7877 -168458.6453 -67888.0083 eV.